Record 1
The following is a DFT calculation (ωB97M-V/def2-TZVPD) of a structure of composition C28H29ClI2IrN4O3.

**LUMO level (alpha / beta)**: -3.7 / -4.1 eV
**Total charge**: +1
**HOMO (alpha / beta)**: -8.9 / -10.7 eV
**Multiplicity**: 5

Structure (XYZ):
```
68
C28H29ClI2IrN4O3 (ωB97M-V/def2-TZVPD)
Ir 2.33 0.77 2.01
I 5.63 2.20 3.65
C 5.81 0.10 3.50
I 4.83 -0.77 1.82
H 5.40 -0.35 4.39
H 6.86 -0.14 3.39
C -5.27 -3.88 -7.11
O -5.09 -2.58 -6.56
C -4.75 -2.47 -5.27
C -4.63 -1.16 -4.78
C -4.29 -0.93 -3.48
C -4.05 -2.02 -2.60
C -4.19 -3.33 -3.10
C -4.53 -3.56 -4.42
N -3.68 -1.90 -1.31
N -3.66 -0.70 -0.80
C -2.63 -0.18 -0.19
C -2.88 1.13 0.38
C -1.92 1.88 0.93
C -0.56 1.40 1.01
O 0.35 2.09 1.46
C -0.29 0.01 0.54
N 0.95 -0.45 0.77
C 1.24 -1.70 0.43
C 0.31 -2.55 -0.14
C -0.97 -2.09 -0.38
C -1.29 -0.77 -0.04
H -5.55 -3.73 -8.15
H -6.06 -4.42 -6.59
H -4.34 -4.45 -7.07
H -4.83 -0.34 -5.46
H -4.21 0.08 -3.10
H -4.02 -4.16 -2.43
H -4.62 -4.57 -4.77
H -3.90 1.48 0.30
H -2.12 2.87 1.33
H 2.24 -2.04 0.65
H 0.58 -3.57 -0.38
H -1.72 -2.74 -0.80
Cl -1.92 -3.55 2.85
C -0.77 -2.35 3.33
C 0.56 -2.71 3.53
C 1.49 -1.73 3.84
C 1.12 -0.38 3.95
C 2.12 0.68 4.11
C -0.25 -0.07 3.84
C -1.18 -1.03 3.52
H 0.86 -3.74 3.43
H 2.53 -2.01 3.98
H 3.03 0.37 4.62
H 1.74 1.61 4.53
H -0.57 0.96 3.98
H -2.23 -0.78 3.42
C 4.40 3.25 -1.48
N 3.73 4.04 -0.45
C 3.64 5.49 -0.59
C 3.27 3.40 0.62
C 2.62 4.17 1.73
O 3.41 2.15 0.68
H 4.70 3.91 -2.28
H 3.73 2.49 -1.87
H 5.28 2.76 -1.07
H 3.80 5.75 -1.63
H 4.40 6.00 0.02
H 2.66 5.85 -0.30
H 3.13 5.12 1.92
H 2.64 3.56 2.63
H 1.58 4.38 1.48
```

---

Record 2
The following is a DFT calculation (ωB97M-V/def2-TZVPD) of a structure of composition C28H29ClN6O2S4Ti.

**LUMO level (alpha / beta)**: -3.4 / -3.6 eV
**Total charge**: +1
**HOMO (alpha / beta)**: -10.9 / -11.1 eV
**Multiplicity**: 2

Structure (XYZ):
```
71
C28H29ClN6O2S4Ti (ωB97M-V/def2-TZVPD)
Ti 0.01 0.12 -0.43
C 1.47 -2.33 1.89
C 0.00 -2.84 1.93
S -1.44 -2.07 1.09
C -2.06 -3.18 -0.22
C -1.66 -3.07 -1.69
S -1.49 -1.36 -2.33
C -0.21 -1.56 -3.63
C 1.30 -1.39 -3.36
S 1.71 0.10 -2.38
C 3.17 -0.19 -1.30
C 3.17 -0.99 0.01
S 1.91 -0.65 1.31
H 2.09 -3.03 1.32
H 1.83 -2.37 2.91
H -0.32 -2.82 2.97
H 0.01 -3.89 1.65
H -3.13 -2.98 -0.13
H -1.92 -4.22 0.09
H -2.47 -3.52 -2.27
H -0.77 -3.62 -1.93
H -0.52 -0.85 -4.39
H -0.36 -2.55 -4.07
H 1.76 -1.24 -4.34
H 1.77 -2.26 -2.93
H 3.45 0.85 -1.10
H 3.96 -0.61 -1.93
H 4.14 -0.76 0.46
H 3.18 -2.05 -0.18
Cl -0.53 4.92 5.20
C -0.62 3.70 3.98
C -1.67 2.76 4.04
C -1.79 1.77 3.09
C -0.86 1.67 2.04
O -0.98 0.75 1.13
C 0.19 2.64 1.99
C 1.11 2.62 0.92
O 1.15 1.78 -0.02
C 0.29 3.65 2.97
H -2.38 2.82 4.84
H -2.59 1.05 3.14
H 1.87 3.40 0.91
H 1.09 4.37 2.92
C -2.72 3.53 -1.72
C -2.02 2.56 -1.03
N -1.25 1.66 -1.65
C -1.15 1.73 -2.97
C -1.76 2.70 -3.75
C -2.59 3.60 -3.10
C -1.50 2.74 -5.20
C -0.29 2.68 -5.77
C 1.02 2.68 -5.07
C 2.12 2.08 -5.66
C 3.32 2.12 -4.95
N 3.43 2.72 -3.77
C 2.32 3.29 -3.31
N 1.13 3.30 -3.89
H -3.35 4.22 -1.18
H -2.10 2.48 0.04
H -0.50 1.02 -3.46
H -3.11 4.37 -3.66
H -2.37 2.80 -5.85
H -0.24 2.64 -6.85
H 2.06 1.60 -6.63
H 4.22 1.66 -5.35
H 2.40 3.80 -2.36
N 0.67 -1.97 -0.73
C 1.14 -3.01 -0.88
N 1.60 -4.21 -1.03
C 2.83 -4.22 -1.57
N 3.89 -4.19 -2.04
```

---

Record 3
The following is a DFT calculation (ωB97M-V/def2-TZVPD) of a structure of composition C28H29F6GeN2PS5SbW.

**LUMO level (alpha / beta)**: -5.8 / -6.5 eV
**Total charge**: +1
**HOMO (alpha / beta)**: -10.4 / -10.5 eV
**Multiplicity**: 3

Structure (XYZ):
```
74
C28H29F6GeN2PS5SbW (ωB97M-V/def2-TZVPD)
W -0.28 -0.52 -0.28
C 2.72 2.25 0.10
N 1.29 2.13 0.43
C 1.09 2.42 1.85
C -0.26 1.92 2.33
N -0.39 0.43 2.24
C -1.71 0.12 2.84
C 0.69 -0.15 3.05
C 0.67 -0.13 4.44
C 1.72 -0.64 5.18
C 2.82 -1.19 4.54
C 2.87 -1.21 3.16
C 1.81 -0.70 2.41
S 1.95 -0.80 0.65
C 0.57 2.98 -0.49
C 0.08 4.25 -0.22
C -0.54 4.98 -1.22
C -0.66 4.47 -2.51
C -0.18 3.20 -2.79
C 0.40 2.45 -1.78
S 0.89 0.79 -2.07
H 3.08 3.27 0.27
H 2.89 2.00 -0.94
H 3.29 1.56 0.72
H 1.18 3.49 2.08
H 1.89 1.91 2.39
H -1.06 2.38 1.75
H -0.39 2.23 3.37
H -1.88 -0.96 2.87
H -2.50 0.59 2.25
H -1.80 0.52 3.85
H -0.17 0.30 4.96
H 1.65 -0.62 6.25
H 3.63 -1.61 5.12
H 3.71 -1.64 2.64
H 0.18 4.70 0.76
H -0.92 5.97 -1.00
H -1.10 5.07 -3.29
H -0.29 2.77 -3.77
S -3.18 3.75 1.55
Sb -3.55 3.02 -0.59
S -1.84 1.21 -0.56
S -2.70 -0.61 0.02
F 0.46 -1.81 -1.73
P -0.83 -2.34 -3.02
F -1.56 -2.77 -1.61
F -0.08 -3.70 -3.06
F -1.42 -0.80 -2.61
F 0.08 -1.65 -4.08
F -2.04 -2.68 -3.90
Ge -0.46 -2.67 0.97
C -2.19 -3.55 1.55
C -2.25 -4.04 2.85
C -3.42 -4.56 3.37
C -4.57 -4.58 2.60
C -4.52 -4.12 1.29
C -3.34 -3.62 0.77
C 0.84 -4.15 0.49
C 1.97 -3.97 -0.30
C 2.93 -4.96 -0.40
C 2.78 -6.15 0.28
C 1.65 -6.35 1.06
C 0.68 -5.36 1.15
H 0.04 -2.62 2.44
H -1.35 -4.00 3.46
H -3.44 -4.94 4.38
H -5.50 -4.94 3.02
H -5.41 -4.15 0.68
H -3.34 -3.28 -0.25
H 2.16 -3.04 -0.83
H 3.81 -4.80 -1.01
H 3.54 -6.91 0.22
H 1.52 -7.27 1.60
H -0.19 -5.51 1.77
```

---

Record 4
The following is a DFT calculation (ωB97M-V/def2-TZVPD) of a structure of composition C28H29InN3O9.

**LUMO level**: 1.1 eV
**Total charge**: -1
**HOMO**: -5.4 eV
**Multiplicity**: 1

Structure (XYZ):
```
70
C28H29InN3O9 (ωB97M-V/def2-TZVPD)
C 4.01 -0.23 0.78
C 4.38 1.09 0.07
C 3.11 1.82 -0.37
O 2.34 2.26 0.73
In 0.35 2.18 0.13
O -1.02 3.42 1.13
C -2.06 2.78 1.60
O -2.45 3.01 2.74
C -2.92 1.75 0.81
C -2.92 1.44 -0.56
C -3.74 0.50 -1.13
C -4.66 -0.20 -0.32
C -4.68 0.13 1.01
C -3.83 1.06 1.58
H 3.15 -0.03 1.43
H 4.87 -0.63 1.33
H 3.75 -0.97 0.02
H 5.06 1.71 0.67
H 4.91 0.79 -0.85
H 2.49 1.06 -0.91
H 3.29 2.63 -1.11
H -0.31 0.52 0.17
H 0.34 2.74 -1.58
H -2.22 1.94 -1.22
H -3.67 0.28 -2.19
H -5.31 -0.95 -0.75
H -5.41 -0.38 1.64
H -3.90 1.28 2.64
C 8.59 -4.75 2.00
C 7.28 -4.95 1.59
C 6.66 -4.04 0.75
C 7.38 -2.94 0.31
C 8.68 -2.72 0.72
C 9.29 -3.63 1.57
N 6.73 -1.99 -0.60
O 5.58 -2.20 -0.92
O 7.39 -1.04 -0.99
H 9.07 -5.46 2.66
H 6.74 -5.82 1.93
H 5.64 -4.21 0.43
H 9.23 -1.85 0.38
H 10.31 -3.47 1.89
C -6.22 6.41 -0.25
C -5.44 5.35 0.19
C -4.49 4.79 -0.65
C -4.34 5.31 -1.93
C -5.11 6.36 -2.38
C -6.06 6.91 -1.54
N -3.31 4.73 -2.81
O -2.67 3.80 -2.38
O -3.17 5.22 -3.92
H -6.96 6.84 0.41
H -5.56 4.96 1.19
H -3.88 3.97 -0.31
H -4.99 6.75 -3.38
H -6.68 7.73 -1.88
C -1.84 -2.54 -0.12
C -1.53 -3.24 1.04
C -1.90 -4.57 1.15
C -2.56 -5.19 0.10
C -2.87 -4.49 -1.06
C -2.51 -3.16 -1.17
N -2.92 -6.60 0.21
O -2.65 -7.18 1.25
O -3.47 -7.12 -0.74
H -1.55 -1.50 -0.21
H -1.01 -2.75 1.85
H -1.66 -5.12 2.06
H -3.39 -4.98 -1.87
H -2.74 -2.61 -2.07
```

---

Which relative energy (zero: lowest compared OMol25 entry of this formula, charge and spin) belongs to each record? In order, 44.2; 176.9; 644.1; 0.0 kJ/mol.